Below is C24H29NO9S in the gas phase in a non-equilibrium geometry, with properties calculated with ωB97M-V/def2-TZVPD.

Last column: natural (NBO) charge in e.
Element x y z (Å)
C (-0.08, 3.87, 0.29)  -0.2749
H (-0.75, 4.23, 1.07)  0.1964
H (0.03, 4.62, -0.50)  0.1955
H (0.89, 3.62, 0.72)  0.2186
O (-0.63, 2.72, -0.34)  -0.4840
C (-1.11, 1.78, 0.46)  0.8155
O (-1.18, 1.89, 1.67)  -0.6626
C (-1.66, 0.59, -0.32)  -0.1449
N (-1.54, -0.68, 0.37)  -0.4483
C (-0.23, -1.04, 0.84)  -0.2590
C (0.54, -1.80, -0.20)  0.0314
C (-0.08, -2.78, -0.96)  -0.2040
C (0.63, -3.51, -1.90)  -0.2060
C (1.98, -3.26, -2.10)  -0.2108
C (2.61, -2.28, -1.36)  -0.2386
C (1.90, -1.56, -0.42)  0.2374
O (2.54, -0.55, 0.29)  -0.6896
S (2.39, 0.92, -0.38)  2.3825
O (2.34, 1.86, 0.70)  -0.9234
O (1.32, 0.89, -1.32)  -0.9280
C (3.95, 1.04, -1.22)  -0.3889
C (5.08, 1.40, -0.51)  -0.1555
C (6.30, 1.43, -1.16)  -0.2149
C (6.39, 1.10, -2.51)  0.0169
C (5.24, 0.74, -3.20)  -0.2246
C (4.01, 0.70, -2.56)  -0.1226
H (3.10, 0.43, -3.07)  0.2382
H (5.30, 0.48, -4.25)  0.2165
C (7.71, 1.15, -3.21)  -0.6328
H (7.74, 0.46, -4.05)  0.2208
H (8.52, 0.92, -2.53)  0.2219
H (7.88, 2.16, -3.60)  0.2291
H (7.19, 1.72, -0.62)  0.2189
H (4.97, 1.66, 0.53)  0.2407
H (3.66, -2.06, -1.51)  0.2240
H (2.54, -3.83, -2.83)  0.2163
H (0.13, -4.27, -2.48)  0.2156
H (-1.13, -2.96, -0.81)  0.2249
H (-0.34, -1.69, 1.72)  0.2241
H (0.36, -0.16, 1.16)  0.2011
C (-2.65, -0.84, 1.30)  -0.0846
C (-3.19, -2.27, 1.23)  -0.4251
C (-4.43, -2.46, 2.12)  0.0871
C (-5.43, -1.27, 2.00)  0.0430
C (-5.12, -0.42, 0.75)  0.0726
O (-6.09, 0.57, 0.54)  -0.7058
H (-6.03, 1.20, 1.28)  0.4805
H (-5.17, -1.06, -0.13)  0.1916
C (-3.71, 0.20, 0.88)  0.2384
O (-3.83, 1.23, 1.86)  -0.7802
H (-2.93, 1.57, 2.04)  0.5160
C (-3.18, 0.76, -0.45)  -0.4150
H (-3.55, 0.15, -1.28)  0.2256
H (-3.49, 1.79, -0.60)  0.2345
O (-5.42, -0.49, 3.17)  -0.7468
H (-4.78, 0.23, 3.04)  0.5005
H (-6.45, -1.66, 1.91)  0.1903
H (-4.94, -3.38, 1.81)  0.1654
O (-4.03, -2.62, 3.46)  -0.7335
H (-4.46, -1.90, 3.95)  0.4922
H (-3.44, -2.51, 0.19)  0.2003
H (-2.43, -2.97, 1.57)  0.2235
H (-2.35, -0.64, 2.34)  0.2096
H (-1.14, 0.55, -1.28)  0.2468

As for the total energy: -2062.06788 Eh. The gap between HOMO and LUMO comes out at 9.0 eV. The HOMO energy is -8.61 eV.

Below is a molecular structure, C24H30BLaN9O2S5Sb in a non-equilibrium geometry, with properties calculated with ωB97M-V/def2-TZVPD.

Last column: Löwdin charge in e.
Element x y z (Å)
La (0.24, 0.44, 0.33)  1.4075
C (-2.73, -0.29, -2.17)  -0.0580
C (-1.73, -1.39, -2.06)  -0.3265
C (-1.76, -2.63, -2.70)  0.0080
C (-0.67, -3.33, -2.23)  -0.2786
C (-0.24, -4.72, -2.57)  -0.0294
N (-0.03, -2.53, -1.36)  0.0176
N (-0.66, -1.33, -1.26)  -0.0475
B (1.18, -2.90, -0.48)  -0.5149
N (0.72, -2.86, 1.00)  0.0178
N (-0.13, -1.92, 1.47)  -0.0253
C (-0.53, -2.31, 2.68)  -0.3460
C (-1.49, -1.53, 3.51)  -0.0511
C (0.07, -3.54, 3.00)  0.0039
C (0.85, -3.86, 1.90)  -0.3001
C (1.72, -5.06, 1.72)  -0.0266
N (2.35, -1.93, -0.79)  0.0259
N (2.15, -0.60, -0.93)  -0.0521
C (3.29, -0.06, -1.38)  -0.3278
C (3.40, 1.40, -1.65)  -0.0241
C (4.24, -1.07, -1.54)  0.0154
C (3.61, -2.25, -1.17)  -0.2746
C (4.17, -3.63, -1.14)  -0.0215
H (-3.55, -0.60, -2.82)  0.0752
H (-2.28, 0.61, -2.57)  0.0107
H (-3.14, -0.04, -1.19)  0.0676
H (-2.49, -2.99, -3.41)  0.1025
H (-0.92, -5.13, -3.31)  0.0749
H (-0.26, -5.37, -1.69)  0.0771
H (0.77, -4.73, -2.97)  0.0778
H (1.54, -4.01, -0.73)  0.1069
H (-2.16, -0.95, 2.89)  0.0080
H (-0.95, -0.83, 4.16)  0.0807
H (-2.07, -2.20, 4.14)  0.0741
H (-0.05, -4.12, 3.89)  0.1028
H (1.74, -5.63, 2.64)  0.0774
H (2.74, -4.78, 1.46)  0.0621
H (1.34, -5.71, 0.92)  0.0773
H (2.42, 1.83, -1.86)  0.0172
H (4.05, 1.57, -2.51)  0.0793
H (3.82, 1.93, -0.79)  0.0724
H (5.26, -0.97, -1.89)  0.1042
H (5.20, -3.61, -1.48)  0.0770
H (3.60, -4.30, -1.78)  0.0759
H (4.15, -4.03, -0.12)  0.0667
S (-3.75, 3.78, -0.83)  -0.2663
Sb (-1.69, 3.22, 0.03)  0.2153
S (-1.98, 1.42, 1.60)  -0.2119
S (-0.34, 2.24, -1.69)  -0.1576
N (0.71, 4.57, 7.34)  0.0909
C (1.02, 4.23, 6.03)  -0.3237
C (2.35, 4.21, 5.61)  -0.0348
C (2.65, 3.91, 4.29)  -0.0816
C (1.63, 3.62, 3.40)  -0.2831
C (0.31, 3.63, 3.81)  -0.0520
C (0.00, 3.94, 5.12)  -0.0205
S (2.06, 3.09, 1.76)  0.5341
O (3.45, 3.37, 1.54)  -0.3344
O (1.10, 3.64, 0.83)  -0.4464
N (1.75, 1.51, 1.77)  -0.3593
C (2.60, 0.60, 2.31)  -0.7194
S (4.13, 0.97, 3.10)  1.0419
C (4.32, -0.72, 3.43)  -0.4094
C (3.28, -1.41, 2.91)  -0.2450
N (2.32, -0.67, 2.29)  0.0165
H (1.45, 4.48, 8.01)  0.0826
H (-0.20, 4.30, 7.68)  0.0852
H (3.14, 4.43, 6.31)  0.1068
H (3.67, 3.92, 3.94)  0.0975
H (-0.48, 3.38, 3.11)  0.0541
H (-1.03, 3.96, 5.44)  0.1129
H (5.18, -1.08, 3.96)  0.0500
H (3.15, -2.48, 2.96)  0.0977

The expectation value of S² is 0.7626. As for the total energy: -3863.86205 Eh. The spin multiplicity is 2. The gap between HOMO and LUMO (spin up / spin down) comes out at 6.6 / 6.1 eV. The value obtained for the relative energy (zero: lowest compared OMol25 entry of this formula, charge and spin) is 77.07 kJ/mol. The HOMO energy (spin up / spin down) is -4.43 / -4.89 eV. As for the total charge: -1.

Below is a molecular structure, C24H30BN4O5SbSn in a non-equilibrium geometry, with properties calculated with ωB97M-V/def2-TZVPD.

Last column: natural (NBO) charge in e.
Element x y z (Å)
Sn (-1.51, 0.77, -0.59)  1.5896
C (-1.38, 1.03, -3.98)  -0.6573
C (-0.44, -0.10, -3.71)  0.2492
C (0.31, -0.70, -4.71)  -0.2270
C (1.13, -1.77, -4.38)  -0.1051
C (1.19, -2.20, -3.07)  -0.2882
C (0.42, -1.54, -2.12)  -0.0422
N (-0.36, -0.52, -2.44)  -0.6467
Sb (0.49, -2.54, -0.12)  1.1525
C (-1.70, -2.82, -0.07)  -0.0667
C (-2.27, -4.08, 0.02)  -0.2832
C (-3.64, -4.18, 0.22)  -0.1124
C (-4.39, -3.02, 0.31)  -0.2266
C (-3.75, -1.79, 0.18)  0.2302
C (-4.50, -0.50, 0.24)  -0.6511
N (-2.43, -1.71, 0.00)  -0.6082
C (0.03, -1.49, 1.85)  -0.0039
C (-0.55, -2.40, 2.72)  -0.2853
C (-0.92, -2.01, 4.00)  -0.0631
C (-0.71, -0.70, 4.38)  -0.2249
C (-0.07, 0.19, 3.52)  0.3336
C (0.14, 1.59, 3.93)  -0.6772
N (0.31, -0.24, 2.28)  -0.6222
H (-1.38, 1.32, -5.02)  0.2620
H (-1.12, 1.91, -3.37)  0.2363
H (-2.39, 0.72, -3.70)  0.2383
H (0.25, -0.35, -5.72)  0.2500
H (1.70, -2.27, -5.15)  0.2506
H (1.81, -3.04, -2.78)  0.2437
H (-1.66, -4.96, -0.05)  0.2402
H (-4.11, -5.14, 0.31)  0.2489
H (-5.46, -3.05, 0.47)  0.2462
H (-5.53, -0.65, 0.56)  0.2601
H (-4.52, -0.03, -0.75)  0.2337
H (-4.01, 0.20, 0.94)  0.2268
H (-0.70, -3.42, 2.39)  0.2473
H (-1.37, -2.72, 4.68)  0.2562
H (-1.03, -0.36, 5.35)  0.2594
H (0.66, 1.63, 4.89)  0.2676
H (-0.84, 2.06, 4.08)  0.2717
H (0.70, 2.17, 3.21)  0.2545
C (3.00, 0.63, -1.60)  -0.6394
C (2.28, 1.32, -0.46)  0.2777
C (1.59, 2.59, -0.96)  -0.6396
O (1.21, 0.44, 0.06)  -0.8003
B (1.26, 0.53, 1.43)  1.2984
O (2.26, 1.24, 1.91)  -0.7064
C (3.17, 1.57, 0.82)  0.2604
C (3.67, 3.00, 1.00)  -0.6374
C (4.33, 0.59, 0.94)  -0.6356
H (2.36, 0.58, -2.48)  0.2216
H (3.28, -0.39, -1.33)  0.2244
H (3.90, 1.19, -1.87)  0.2490
H (0.88, 2.31, -1.76)  0.2096
H (2.31, 3.28, -1.37)  0.2565
H (1.03, 3.08, -0.15)  0.2303
H (2.85, 3.71, 1.10)  0.2284
H (4.29, 3.29, 0.16)  0.2347
H (4.26, 3.05, 1.91)  0.2449
H (3.99, -0.44, 0.83)  0.2052
H (4.77, 0.70, 1.93)  0.2449
H (5.09, 0.80, 0.20)  0.2377
O (-1.57, 2.61, 1.04)  -0.6440
N (-2.06, 3.45, 0.23)  0.7232
O (-2.57, 4.44, 0.59)  -0.2875
O (-1.98, 3.12, -0.99)  -0.6140

As for the total energy: -2006.64505 Eh. The gap between HOMO and LUMO comes out at 8.1 eV. The HOMO energy is -14.63 eV. As for the total charge: +2.